*P*
The following is a quantum chemistry calculation of a cluster of 2 separate species, C3H13N4 in total, from the Open Molecules 2025 dataset.

Output
Frontier orbital gap, eV: 6.8796
Spin multiplicity: 1
Net charge: +1
E_HOMO, eV: -12.6

Positions of all 20 atoms, in Å:
1 C -2.2119 0.4086 0.0630
2 C -0.9019 0.9523 0.5944
3 N -0.9450 2.3736 0.8838
4 H -2.3426 0.6633 -0.9893
5 H -2.2009 -0.6732 0.1275
6 H -3.0797 0.8008 0.5925
7 H -0.5363 0.3497 1.4483
8 H -0.1440 0.8033 -0.1658
9 H -1.3206 2.6055 1.7932
10 H -0.0469 2.8311 0.8076
11 N -0.2038 -1.3919 -0.8991
12 C 1.1843 -0.9562 -0.4002
13 N 1.8162 -0.0368 0.3755
14 N 2.1002 -1.4881 -1.2909
15 H 0.1053 -1.2111 -1.8546
16 H 0.0246 -2.3772 -0.7129
17 H 1.0766 0.3570 0.9714
18 H 2.3906 -0.6045 1.0090
19 H 2.9455 -0.9265 -1.1925
20 H 2.2903 -2.4797 -1.1607

Now the natural (NBO) charges, all in e: number 1, C, carries -0.6123; number 2, C, carries -0.1917; number 3, N, carries -0.8316; number 4, H, carries 0.2181; number 5, H, carries 0.2157; number 6, H, carries 0.2284; number 7, H, carries 0.1253; number 8, H, carries 0.1439; number 9, H, carries 0.3732; number 10, H, carries 0.3611; number 11, N, carries -0.7440; number 12, C, carries 0.7238; number 13, N, carries -0.7349; number 14, N, carries -0.7698; number 15, H, carries 0.4062; number 16, H, carries 0.3880; number 17, H, carries 0.4326; number 18, H, carries 0.4317; number 19, H, carries 0.4087; number 20, H, carries 0.4275

=====

*Q*
The following is a quantum chemistry calculation of a cluster of 3 separate species, C3H13N4 in total, from the Open Molecules 2025 dataset.

Output
Frontier orbital gap (spin up / spin down), eV: 6.7509 / 8.2069
Spin multiplicity: 1
Net charge: +1
E_HOMO (spin up / spin down), eV: -12.7 / -13.2

Positions of all 20 atoms, in Å:
1 C -0.3583 1.6027 2.7413
2 C 0.8095 0.9391 2.3240
3 C 0.0181 -0.6816 -0.0102
4 N -0.0901 -0.4765 -1.3488
5 N -0.6526 -2.8485 -0.4357
6 N -0.3139 -1.8452 0.4647
7 N 0.6116 1.3679 -3.1578
8 H -0.2230 2.5311 3.1918
9 H -1.0086 1.8473 1.8230
10 H -1.0054 0.9361 3.3905
11 H 1.4337 0.1502 2.8043
12 H 1.3517 1.5215 1.6544
13 H -0.0988 -1.3114 -1.9496
14 H 0.2424 0.2749 -1.9341
15 H -0.3942 -3.7678 -0.2838
16 H -1.5665 -2.8186 -0.8253
17 H -0.4646 -1.8829 1.4250
18 H -0.3341 1.3514 -3.4018
19 H 0.8165 2.1710 -2.6398
20 H 1.2266 0.9392 -3.8323

Now the natural (NBO) charges, all in e: number 1, C, carries -0.7578; number 2, C, carries 0.0282; number 3, C, carries 0.4050; number 4, N, carries -0.8452; number 5, N, carries -0.6912; number 6, N, carries -0.4415; number 7, N, carries -1.0898; number 8, H, carries 0.2927; number 9, H, carries 0.2889; number 10, H, carries 0.2402; number 11, H, carries 0.2258; number 12, H, carries 0.1840; number 13, H, carries 0.3986; number 14, H, carries 0.4310; number 15, H, carries 0.3891; number 16, H, carries 0.3731; number 17, H, carries 0.3971; number 18, H, carries 0.3779; number 19, H, carries 0.3898; number 20, H, carries 0.4041

=====

*R*
The following is a quantum chemistry calculation of a structure of composition C3H13N4, from the Open Molecules 2025 dataset.

Output
Frontier orbital gap, eV: 11.2542
Spin multiplicity: 1
Net charge: +1
E_HOMO, eV: -13.9

Positions of all 20 atoms, in Å:
1 N 1.3321 0.7466 0.2827
2 C 1.8583 0.0873 -0.6924
3 N 2.8189 0.5142 -1.5110
4 H 1.8081 1.6123 0.5125
5 H 0.0125 0.7019 0.4838
6 H 1.5226 -0.9290 -0.8703
7 H 2.9727 0.0427 -2.3919
8 H 3.0546 1.4968 -1.5100
9 C -1.1067 -0.2143 2.0400
10 N -1.1988 0.5282 0.7651
11 C -2.0403 -0.1914 -0.2523
12 N -1.4748 -1.3943 -0.7746
13 H -0.4052 -1.0372 1.9390
14 H -0.7254 0.4469 2.8155
15 H -2.0725 -0.6130 2.3510
16 H -1.6420 1.4223 0.9616
17 H -2.1945 0.5220 -1.0541
18 H -2.9926 -0.3891 0.2422
19 H -0.7782 -1.2019 -1.4815
20 H -1.0390 -1.9502 -0.0467

Now the natural (NBO) charges, all in e: number 1, N, carries -0.7791; number 2, C, carries 0.3709; number 3, N, carries -0.7495; number 4, H, carries 0.3815; number 5, H, carries 0.4376; number 6, H, carries 0.1871; number 7, H, carries 0.4226; number 8, H, carries 0.4082; number 9, C, carries -0.4367; number 10, N, carries -0.5872; number 11, C, carries -0.0527; number 12, N, carries -0.8025; number 13, H, carries 0.2119; number 14, H, carries 0.2325; number 15, H, carries 0.2207; number 16, H, carries 0.4050; number 17, H, carries 0.2084; number 18, H, carries 0.1964; number 19, H, carries 0.3596; number 20, H, carries 0.3652

=====

Stability summary - winner: *R*; margin: 316.5 kJ/mol.

=====

*P*
The following is a quantum chemistry calculation of a cluster of 2 separate species, C3H7N2OS in total, from the Open Molecules 2025 dataset.

Output
Frontier orbital gap (spin up / spin down), eV: 7.8149 / 7.8327
Spin multiplicity: 1
Net charge: +1
E_HOMO (spin up / spin down), eV: -13.4 / -13.4

Positions of all 14 atoms, in Å:
1 C -0.3684 0.5850 0.7924
2 C 0.7193 -0.8804 -0.5274
3 C 1.5477 0.4276 -0.4304
4 N -0.3266 -0.6495 0.4119
5 N 0.6956 1.2417 0.3603
6 O -2.8700 -0.7515 0.4348
7 S -4.1685 -0.4000 -0.2983
8 H 0.3077 -0.8635 -1.5930
9 H 1.3726 -1.8119 -0.4785
10 H 2.5286 0.1869 0.0796
11 H 1.8692 0.9628 -1.4038
12 H -1.1929 -1.1876 0.5921
13 H 0.9975 2.1635 0.6187
14 H -1.1117 0.9769 1.4416

Now the natural (NBO) charges, all in e: number 1, C, carries 0.3879; number 2, C, carries -0.2531; number 3, C, carries -0.2420; number 4, N, carries -0.5056; number 5, N, carries -0.5224; number 6, O, carries -0.7767; number 7, S, carries 0.7974; number 8, H, carries 0.2216; number 9, H, carries 0.2585; number 10, H, carries 0.2222; number 11, H, carries 0.2420; number 12, H, carries 0.4744; number 13, H, carries 0.4428; number 14, H, carries 0.2530

=====

*Q*
The following is a quantum chemistry calculation of the ion C3H7N2OS with charge +1, from the Open Molecules 2025 dataset.

Output
Frontier orbital gap, eV: 9.8328
Spin multiplicity: 1
Net charge: +1
E_HOMO, eV: -13.6

Positions of all 14 atoms, in Å:
1 C -2.5887 -0.8595 -0.2797
2 C 1.8230 0.9928 0.1132
3 C -1.7357 0.2355 0.0319
4 N 0.9895 0.2627 -0.5542
5 N 2.8537 0.2294 0.5577
6 O -1.6574 1.1747 0.9456
7 S -0.4396 0.7708 -1.1179
8 H -2.2053 -1.6830 -0.8539
9 H -3.6010 -0.9337 0.0800
10 H 1.5915 1.9913 0.2566
11 H 3.6969 0.5735 0.9191
12 H 2.9069 -0.7351 0.2963
13 H -2.4558 1.2618 1.4369
14 H -0.5826 -0.2076 -2.0726

Now the natural (NBO) charges, all in e: number 1, C, carries -0.4455; number 2, C, carries 0.3568; number 3, C, carries 0.1454; number 4, N, carries -0.7690; number 5, N, carries -0.7147; number 6, O, carries -0.6617; number 7, S, carries 0.8862; number 8, H, carries 0.2386; number 9, H, carries 0.2414; number 10, H, carries 0.2091; number 11, H, carries 0.4139; number 12, H, carries 0.4242; number 13, H, carries 0.5172; number 14, H, carries 0.1580

=====

*R*
The following is a quantum chemistry calculation of the ion C3H7N2OS with charge +1, from the Open Molecules 2025 dataset.

Output
Frontier orbital gap (spin up / spin down), eV: 4.8987 / 8.4532
Spin multiplicity: 1
Net charge: +1
E_HOMO (spin up / spin down), eV: -12.7 / -14.6
SMILES: [NH2+]=C=[NH+]CCS[O-]

Positions of all 14 atoms, in Å:
1 N 0.8780 -0.1749 -2.5434
2 C 0.2877 -0.3722 -1.3546
3 N -0.3093 0.6854 -0.6749
4 C -0.5483 0.7017 0.7758
5 C 0.3390 -0.3134 1.4825
6 S -0.5516 -1.9229 1.5937
7 O -1.4320 -1.7722 2.6890
8 H 0.7022 0.7427 -3.0826
9 H 1.1184 -1.0362 -2.9943
10 H -0.4852 1.5382 -1.1074
11 H -1.5850 0.7624 0.9149
12 H -0.1845 1.6435 1.0765
13 H 1.1129 -0.4932 0.7838
14 H 0.6578 0.0111 2.4410

Now the natural (NBO) charges, all in e: number 1, N, carries -0.7898; number 2, C, carries 0.4233; number 3, N, carries -0.6101; number 4, C, carries -0.2230; number 5, C, carries -0.6364; number 6, S, carries 1.2864; number 7, O, carries -0.7020; number 8, H, carries 0.4233; number 9, H, carries 0.4358; number 10, H, carries 0.4044; number 11, H, carries 0.2324; number 12, H, carries 0.2344; number 13, H, carries 0.2510; number 14, H, carries 0.2703

=====

*S*
The following is a quantum chemistry calculation of the ion C3H7N2OS with charge +1, from the Open Molecules 2025 dataset.

Output
Frontier orbital gap, eV: 10.3688
Spin multiplicity: 1
Net charge: +1
E_HOMO, eV: -14.1
SMILES: N[C@]1([NH3+])CSC1=O

Positions of all 14 atoms, in Å:
1 N 1.4935 -0.0965 0.3484
2 C 0.1236 0.0275 -0.0023
3 N -0.6508 -0.7441 1.1829
4 C -0.2414 -0.2826 -1.4753
5 S -0.9520 1.3937 -1.7501
6 C -0.3796 1.5339 -0.0605
7 O -0.3975 2.3319 0.7882
8 H 1.8292 0.7616 0.8508
9 H 1.9288 -0.8128 -0.1965
10 H 0.1512 -1.0496 1.7788
11 H -1.2835 -1.5403 0.9363
12 H -1.2104 -0.0808 1.6294
13 H 0.5854 -0.4853 -2.1983
14 H -0.9966 -0.9566 -1.8318

Now the natural (NBO) charges, all in e: number 1, N, carries -0.8714; number 2, C, carries 0.1774; number 3, N, carries -0.7215; number 4, C, carries -0.5640; number 5, S, carries 0.3145; number 6, C, carries 0.4020; number 7, O, carries -0.4757; number 8, H, carries 0.4447; number 9, H, carries 0.4254; number 10, H, carries 0.4672; number 11, H, carries 0.4492; number 12, H, carries 0.4358; number 13, H, carries 0.2611; number 14, H, carries 0.2552

=====

Stability summary - winner: *S*; margin: 72.3 kJ/mol.

=====

*P*
The following is a quantum chemistry calculation of a structure of composition C4H4NO, from the Open Molecules 2025 dataset.

Output
Frontier orbital gap, eV: 10.4739
Spin multiplicity: 1
Net charge: +1
E_HOMO, eV: -16.4

Positions of all 10 atoms, in Å:
1 C -0.0458 -0.0227 0.0334
2 C 0.0352 -2.3753 -1.5843
3 C -0.0007 -0.3046 1.2649
4 C 0.1565 0.1298 -1.3415
5 N 0.3968 -1.2689 -1.2518
6 O -0.0727 -3.4651 -1.8028
7 H -0.2233 0.3418 2.1397
8 H -0.0999 -1.2052 1.8044
9 H -0.7364 0.1160 -1.9754
10 H 1.0028 0.8475 -1.6182

Now the natural (NBO) charges, all in e: number 1, C, carries 0.4181; number 2, C, carries 0.9332; number 3, C, carries -0.4398; number 4, C, carries -0.2918; number 5, N, carries -0.5132; number 6, O, carries -0.3354; number 7, H, carries 0.3363; number 8, H, carries 0.3188; number 9, H, carries 0.2793; number 10, H, carries 0.2946

=====

*Q*
The following is a quantum chemistry calculation of a structure of composition C4H4NO, from the Open Molecules 2025 dataset.

Output
Frontier orbital gap (spin up / spin down), eV: 6.6344 / 7.1636
Spin multiplicity: 1
Net charge: +1
E_HOMO (spin up / spin down), eV: -16.1 / -16.2

Positions of all 10 atoms, in Å:
1 C -2.1810 -1.0412 0.2731
2 C -1.8893 0.9049 -0.2090
3 C -1.0783 -0.3022 0.0397
4 C 0.3842 -0.5973 -0.0253
5 N -3.4892 -0.6077 0.1531
6 O -3.1789 0.6211 -0.1577
7 H -1.6047 1.9314 -0.2251
8 H 0.4338 -0.9036 -1.1879
9 H 0.7474 -1.4312 0.5124
10 H 1.0393 0.3052 0.2711

Now the natural (NBO) charges, all in e: number 1, C, carries 0.6560; number 2, C, carries 0.2416; number 3, C, carries -0.1743; number 4, C, carries -0.6475; number 5, N, carries -0.0461; number 6, O, carries -0.1464; number 7, H, carries 0.2746; number 8, H, carries 0.2828; number 9, H, carries 0.2736; number 10, H, carries 0.2857

=====

*R*
The following is a quantum chemistry calculation of a cluster of 2 separate species, C4H4NO in total, from the Open Molecules 2025 dataset.

Output
Frontier orbital gap, eV: 9.0388
Spin multiplicity: 1
Net charge: +1
E_HOMO, eV: -15.8

Positions of all 10 atoms, in Å:
1 C 0.4883 -0.6035 0.0502
2 C 3.2512 0.1514 -0.1984
3 C 1.1530 0.5703 -0.1349
4 C -0.9233 -1.0926 0.1433
5 N 0.2938 -1.8390 0.0400
6 O 4.2864 0.0063 0.1430
7 H 0.9777 1.1523 -1.1362
8 H 1.2860 1.0910 0.8365
9 H -1.3916 -0.9055 1.0025
10 H -1.5717 -0.8322 -0.6144

Now the natural (NBO) charges, all in e: number 1, C, carries 0.1187; number 2, C, carries 0.6595; number 3, C, carries -0.2001; number 4, C, carries -0.0910; number 5, N, carries -0.1775; number 6, O, carries -0.3263; number 7, H, carries 0.3248; number 8, H, carries 0.2893; number 9, H, carries 0.1969; number 10, H, carries 0.2056

=====

Stability summary - winner: *P*; margin: 102.1 kJ/mol.